DFT (ωB97M-V/def2-TZVPD) results for a structure of composition C21H24I2N5ORhS2 in a non-equilibrium geometry.

Summary:
HOMO energy: -13.9 eV
Energy above the lowest of the compared OMol25 structures with the same formula, charge and spin: 44.1 kJ/mol
Gap between HOMO and LUMO: 6.6 eV
E: -2665.5130 a.u.
Total charge: +2
LUMO level: -0.2677 Ha
Largest force on an atom: 1.12 eV/Å

Each line ends with the Mulliken charge.
Geometry (Å):
Rh 1.158780 0.480891 0.154950  0.607
C -2.567293 -3.435937 1.578707  -0.969
C -2.731322 -2.878453 0.174325  -0.876
N -2.958133 -1.424013 0.197081  0.098
C -4.371227 -1.007028 0.358225  -0.673
C -5.015252 -0.693598 -0.982016  -1.140
C -2.014578 -0.513693 0.076529  0.602
S -0.396373 -1.132540 -0.255170  -0.230
N -2.391954 0.765480 0.130919  -0.046
C -1.597166 1.790348 0.189676  0.316
O -0.302432 1.754791 0.332195  -0.795
C -2.202349 3.134618 0.112878  0.648
C -1.395346 4.273648 0.103820  0.076
C -1.963984 5.531669 0.036149  -0.866
C -3.346079 5.661144 -0.018366  -0.385
C -4.155997 4.533175 -0.011048  -0.728
C -3.589515 3.273352 0.053947  -0.269
H -2.446351 -4.517483 1.533722  0.403
H -3.441498 -3.219552 2.192876  0.343
H -1.689684 -3.007793 2.064287  0.233
H -3.594112 -3.321917 -0.321378  0.381
H -1.859259 -3.105024 -0.432357  0.465
H -4.406747 -0.145371 1.017281  0.461
H -4.882326 -1.834640 0.847048  0.430
H -4.500928 0.132873 -1.471683  0.292
H -6.056944 -0.412539 -0.830838  0.365
H -4.993267 -1.561098 -1.642997  0.383
H -0.320447 4.171123 0.147919  -0.179
H -1.336759 6.412617 0.026504  0.420
H -3.792432 6.645604 -0.064533  0.418
H -5.231330 4.639456 -0.052879  0.433
H -4.211407 2.389849 0.062472  0.362
C 4.411386 -1.759014 3.535410  -0.912
N 4.536350 -1.783459 2.076680  0.156
C 5.608406 -2.294846 1.362432  -0.656
C 5.348858 -2.118782 0.062975  -0.336
N 4.089195 -1.496238 -0.029180  0.303
C 3.625505 -1.298930 1.227133  0.345
S 2.172974 -0.639339 1.817960  -0.183
C 3.497715 -1.087073 -1.245015  0.955
C 4.130220 -1.413139 -2.438635  -0.682
C 3.583919 -1.010695 -3.637249  -0.794
C 2.406427 -0.279712 -3.633596  -0.850
C 1.835218 0.005510 -2.421503  -0.360
N 2.358131 -0.387828 -1.234669  0.242
H 5.329976 -2.147469 3.963161  0.312
H 3.572977 -2.377637 3.850189  0.380
H 4.255103 -0.735812 3.872658  0.387
H 6.456004 -2.749322 1.844881  0.474
H 5.950671 -2.381620 -0.783465  0.450
H 5.045490 -1.979573 -2.444210  0.358
H 4.079000 -1.264038 -4.565139  0.448
H 1.936560 0.055882 -4.546156  0.483
H 0.915769 0.572808 -2.371504  0.523
I 2.452249 2.975532 0.199133  0.434
I 5.005635 2.214810 0.229481  -0.054

Force components x, y, z for each atom (eV/Å):
-0.857 -0.532 -0.476
-0.011 0.029 0.023
0.057 0.030 0.051
-0.207 0.033 0.004
-0.010 0.048 -0.041
0.041 -0.038 -0.020
0.312 -0.226 0.086
0.321 -0.213 0.193
-0.139 -0.090 -0.022
-0.016 0.087 0.088
-0.142 0.735 0.301
0.176 -0.010 0.004
-0.027 -0.013 -0.007
-0.001 0.006 -0.008
0.005 0.008 0.000
-0.022 0.006 0.007
-0.013 -0.025 -0.034
0.002 0.005 0.005
0.009 -0.010 0.003
0.000 -0.010 -0.004
-0.004 0.037 -0.034
-0.023 -0.005 -0.085
0.009 -0.024 0.050
0.042 -0.005 0.040
-0.018 -0.001 0.001
0.005 -0.011 -0.004
-0.009 0.012 -0.002
0.001 0.023 0.019
0.002 -0.009 0.007
-0.001 -0.007 -0.007
0.004 -0.005 0.002
-0.008 0.005 0.007
-0.029 0.000 -0.031
0.167 -0.076 0.034
-0.115 -0.007 0.091
-0.060 0.042 -0.027
0.163 0.086 -0.215
-0.017 -0.001 0.265
-0.324 0.224 -0.054
-0.066 -0.005 0.036
0.004 -0.061 -0.075
0.080 -0.029 -0.028
-0.057 -0.007 -0.004
0.163 -0.126 -0.056
0.346 0.227 -0.209
0.007 -0.005 -0.013
0.002 -0.023 -0.020
0.013 0.016 -0.022
-0.009 0.029 0.027
-0.030 0.020 -0.013
-0.022 -0.025 0.010
-0.011 -0.002 0.006
0.002 0.027 0.015
-0.029 0.012 0.019
0.421 -0.245 0.123
-0.075 0.100 -0.008



DFT (ωB97M-V/def2-TZVPD) results for a structure of composition C21H24N2O3 in a non-equilibrium geometry.

Summary:
HOMO energy: -8.3 eV
Energy above the lowest of the compared OMol25 structures with the same formula, charge and spin: 1787.8 kJ/mol
Gap between HOMO and LUMO: 8.1 eV
E: -1149.2469 a.u.
Total charge: 0
LUMO level: -0.0072 Ha
Largest force on an atom: 14.62 eV/Å

Each line ends with the Mulliken charge.
Geometry (Å):
C 5.324093 3.138535 -1.350926  -1.086
H 6.044677 4.019468 -1.364103  0.344
H 6.059075 2.396353 -1.771533  0.283
H 4.568706 3.274302 -2.222457  0.239
C 4.663339 2.657537 -0.233916  -0.728
N 3.783681 1.541346 -0.051917  0.335
C 4.270207 0.348004 0.551959  0.800
O 5.432643 0.446123 0.797772  -0.670
C 3.435077 -0.702749 0.170619  0.091
C 2.161011 -0.645073 0.036362  1.264
C 1.260639 -1.544515 0.035020  0.557
C 1.794997 -2.900787 0.064232  -0.530
C 3.288241 -3.291786 0.258782  -1.127
C 4.081486 -1.896469 0.472446  -1.130
H 5.111648 -2.064695 0.487563  0.472
H 3.631090 -4.122274 0.615056  0.532
H 1.334196 -4.053710 0.178476  0.119
O -0.060562 -1.578121 -0.080799  -0.101
C -0.784309 -2.527059 -0.300221  -0.395
C -2.382729 -2.136181 -0.238806  0.032
O -3.257055 -2.991537 -0.738765  -0.675
N -2.638642 -0.778502 0.075410  0.052
C -3.700088 0.007121 0.000271  0.558
C -4.989497 -0.620716 -0.190738  -0.616
C -6.065183 0.283098 -0.574147  -0.708
C -5.889963 1.472143 -0.006502  -0.651
C -4.738724 1.844201 0.313649  0.933
C -3.555534 1.410760 0.259576  1.066
C -2.324349 1.796179 0.735456  -1.884
H -2.296655 2.828988 1.003241  0.357
H -1.762843 1.393810 1.389916  0.613
H -1.617580 1.772859 -0.371618  0.208
C -4.678017 3.528059 0.692295  -1.644
H -5.729652 3.785725 0.593922  0.391
H -4.099665 3.974037 -0.009254  0.482
H -4.294762 3.835344 1.722827  0.309
H -6.839162 2.063657 -0.147124  0.167
H -7.021939 -0.303678 -0.305153  0.245
H -4.999850 -1.669278 -0.609397  0.401
H -1.781963 -0.247005 0.226980  -0.070
H -0.578321 -3.341931 -0.943735  0.548
H -0.956370 -3.180757 0.908079  0.287
C 1.454703 0.732022 -0.123306  -1.426
C 2.549898 1.497848 -0.820759  -0.788
H 2.147834 2.734493 -0.990623  0.270
H 2.918024 1.195030 -1.878990  0.343
H 0.732183 0.613578 -0.719319  1.008
H 1.423641 1.064090 0.854609  0.307
H 5.447052 2.768362 0.560463  0.338
H 3.873237 3.735967 0.285538  0.278

Force components x, y, z for each atom (eV/Å):
1.622 0.379 -7.716
-1.615 -0.646 1.005
-0.729 -0.013 0.354
1.342 0.161 0.988
-2.629 4.160 8.242
-0.798 0.094 0.060
0.628 6.607 -4.627
2.177 -2.207 2.456
5.925 -5.384 3.555
-5.872 7.116 -1.091
0.064 -11.686 -0.451
4.491 -5.868 1.842
-4.926 13.722 -1.138
-3.482 -6.346 -2.642
1.553 0.640 0.728
1.837 -5.164 1.448
-0.133 3.841 -0.652
3.875 10.422 0.391
-9.363 -7.582 4.999
-2.274 -2.070 -4.493
4.156 4.078 3.093
4.563 -3.436 0.087
-4.059 -1.126 -0.355
1.161 0.959 -3.906
-0.140 -6.919 4.114
-9.110 0.235 -3.605
1.777 13.496 3.836
1.300 -9.126 -0.291
2.111 6.053 -7.630
-0.028 0.938 0.011
3.283 -4.027 4.777
-1.298 0.249 3.106
-2.175 -3.299 2.864
0.178 0.594 0.097
1.653 1.491 -2.268
-0.561 -0.773 -1.239
1.432 0.329 1.041
0.659 1.337 -1.934
0.063 1.121 1.215
-0.037 -0.696 0.029
0.243 -0.346 -1.173
0.689 0.875 -2.864
9.038 -0.713 1.829
0.323 4.975 -2.221
1.277 -3.437 0.527
-1.577 -0.030 1.357
-6.284 -0.438 -3.808
-1.244 1.352 1.817
-1.073 -1.173 -0.081
1.988 -2.719 -1.683



Q: Look up the largest force on an atom of the second one.
A: 14.62 eV/Å